*one*
Below is a single C4H6O2 molecule, with properties calculated with ωB97M-V/def2-TZVPD.

Spin multiplicity: 1
HOMO energy, Ha: -0.3569
SMILES: O=CC1COC1
HOMO-LUMO gap, eV: 10.43

Last column: Löwdin charge in e.
Atoms and positions in Å:
1 O -0.05885 1.63120 2.17302  0.068
2 C 0.26070 1.04933 1.16846  -0.284
3 C -0.38360 0.24266 0.13493  -0.215
4 C 0.26890 0.03206 -1.24323  -0.147
5 O 0.31509 -1.38770 -1.05689  -0.106
6 C -0.32089 -1.29513 0.22520  -0.117
7 H 1.20972 1.40212 0.73876  0.120
8 H -1.20395 1.05594 0.08708  0.187
9 H -0.39190 0.31075 -2.07663  0.123
10 H 1.26311 0.46574 -1.42675  0.122
11 H 0.32911 -1.70811 1.01772  0.132
12 H -1.28744 -1.79885 0.25833  0.118

*two*
Below is a single C4H6O2 molecule, with properties calculated with ωB97M-V/def2-TZVPD.

Spin multiplicity: 1
HOMO energy, Ha: -0.3503
SMILES: O=COC1CC1
HOMO-LUMO gap, eV: 10.32

Last column: Löwdin charge in e.
Atoms and positions in Å:
1 O 2.45985 -1.61542 0.38009  0.159
2 C 2.13783 -0.66540 -0.23364  -0.127
3 O 1.23514 0.58404 0.26328  -0.131
4 C -0.05270 0.19419 0.61303  -0.390
5 C -0.97618 -0.42795 -0.40831  -0.105
6 C -1.23592 0.96260 0.11519  -0.097
7 H 1.90429 0.00741 -1.05772  0.144
8 H -0.10027 -0.19665 1.62177  0.140
9 H -0.63457 -0.50664 -1.43827  0.100
10 H -1.62429 -1.24013 -0.08990  0.099
11 H -1.04134 1.79054 -0.56012  0.106
12 H -2.07182 1.11341 0.79461  0.101

Energies relative to the most stable structure are *one* 0.0; *two* 45.2, reported in kJ/mol.

*one*
Below is 3 unconnected molecules or ions with the total composition C4H6O2, with properties calculated with ωB97M-V/def2-TZVPD.

Spin multiplicity: 1
HOMO energy (spin up / spin down), Ha: -0.3172 / -0.3172
HOMO-LUMO gap (spin up / spin down), eV: 8.77 / 8.77

Last column: Löwdin charge in e.
Atoms and positions in Å:
1 C -0.52765 -0.51176 -1.56305  0.063
2 C 0.19066 -1.18264 0.45272  -0.074
3 O 0.77937 -2.11248 0.79121  0.125
4 C 0.06465 0.61573 1.55677  -0.031
5 C 0.44942 1.26515 0.40285  -0.376
6 O -0.26324 1.20657 -0.65676  -0.131
7 H -0.50802 0.22374 -2.35823  0.053
8 H -1.53025 -0.84168 -1.31045  0.051
9 H 0.14573 -1.33793 -1.79229  0.037
10 H -0.98793 0.40656 1.72235  0.083
11 H 0.71555 0.60153 2.42769  0.079
12 H 1.47172 1.66721 0.32718  0.120

*two*
Below is a molecular structure, C4H6O2, with properties calculated with ωB97M-V/def2-TZVPD.

Spin multiplicity: 1
HOMO energy, Ha: -0.3561
HOMO-LUMO gap, eV: 10.54

Last column: Löwdin charge in e.
Atoms and positions in Å:
1 O -2.35860 -0.21379 -0.85034  0.067
2 C -1.60738 -0.64432 -0.00976  -0.198
3 C -0.10618 -0.76411 -0.19773  -0.294
4 C 0.58531 0.49818 -0.72461  -0.074
5 C 0.98110 0.68360 0.74712  -0.160
6 O 0.56107 -0.65918 1.06654  -0.095
7 H -1.96344 -0.98456 0.98652  0.136
8 H 0.11358 -1.71020 -0.71178  0.157
9 H -0.05785 1.24620 -1.19208  0.112
10 H 1.43769 0.27568 -1.36946  0.112
11 H 0.37538 1.42314 1.28707  0.120
12 H 2.03932 0.84937 0.96852  0.116

Energies relative to the most stable structure are *one* 305.8; *two* 0.0, reported in kJ/mol.

*one*
Below is a molecular structure, C4H6O2, with properties calculated with ωB97M-V/def2-TZVPD.

Spin multiplicity: 1
HOMO energy, Ha: -0.3322
HOMO-LUMO gap, eV: 9.67

Last column: Löwdin charge in e.
Atoms and positions in Å:
1 O 2.44156 -1.73623 0.30927  0.172
2 C 2.24353 -0.82967 -0.37202  -0.016
3 O 1.23116 0.58602 0.22576  -0.191
4 C -0.04065 0.17286 0.60200  -0.419
5 C -0.99981 -0.37647 -0.42423  -0.112
6 C -1.21672 0.99118 0.17656  -0.106
7 H 1.79477 0.08442 -0.93793  0.132
8 H -0.08211 -0.27328 1.59538  0.141
9 H -0.67059 -0.41357 -1.45999  0.098
10 H -1.66632 -1.18542 -0.13915  0.097
11 H -0.99913 1.84953 -0.45194  0.105
12 H -2.03569 1.13063 0.87630  0.098

*two*
Below is a single C4H6O2 molecule, with properties calculated with ωB97M-V/def2-TZVPD.

Spin multiplicity: 1
HOMO energy, Ha: -0.3594
SMILES: CC(=O)[C@H]1CO1
HOMO-LUMO gap, eV: 10.73

Last column: Löwdin charge in e.
Atoms and positions in Å:
1 C 1.20443 -0.64554 -0.77262  0.004
2 C 0.73588 -0.09060 0.55125  -0.434
3 O 1.39802 0.58357 1.30874  0.088
4 C -0.71114 -0.18567 0.84861  -0.323
5 C -1.28051 0.82860 -0.02492  -0.012
6 O -1.55295 -0.69203 -0.12335  -0.005
7 H 0.51634 -0.49302 -1.61523  0.090
8 H 2.17839 -0.22023 -1.00913  0.089
9 H 1.27486 -1.72728 -0.63794  0.097
10 H -1.05866 -0.19409 1.87660  0.160
11 H -0.66681 1.34748 -0.79106  0.131
12 H -2.03785 1.48883 0.38904  0.114

*three*
Below is a single C4H6O2 molecule, with properties calculated with ωB97M-V/def2-TZVPD.

Spin multiplicity: 1
HOMO energy, Ha: -0.3662
SMILES: CC(=O)CC=O
HOMO-LUMO gap, eV: 10.37

Last column: Löwdin charge in e.
Atoms and positions in Å:
1 C 0.31744 1.36104 -0.71416  -0.004
2 C -0.68546 0.24169 -0.54190  -0.454
3 O -1.45385 -0.09983 -1.40742  0.090
4 C -0.61585 -0.54294 0.77508  -0.081
5 C 0.61448 -1.40304 0.61259  -0.268
6 O 1.67115 -1.15171 1.13128  0.061
7 H 1.26077 1.12621 -0.20785  0.081
8 H -0.08713 2.28252 -0.27742  0.095
9 H 0.48636 1.51856 -1.78162  0.090
10 H -0.51086 0.10033 1.65715  0.131
11 H -1.50543 -1.17164 0.84334  0.122
12 H 0.50837 -2.26118 -0.08906  0.138

*four*
Below is 2 unconnected molecules or ions with the total composition C4H6O2, with properties calculated with ωB97M-V/def2-TZVPD.

Spin multiplicity: 1
HOMO energy, Ha: -0.3447
SMILES: O=CC1C=C1.O
HOMO-LUMO gap, eV: 10.09

Last column: Löwdin charge in e.
Atoms and positions in Å:
1 O -2.13430 0.95699 0.83826  0.034
2 C -1.24384 0.60498 0.09698  -0.282
3 C 0.09663 1.23910 0.01136  -0.230
4 C 1.28847 0.33913 -0.21101  -0.010
5 C 0.92675 1.02990 -1.23303  0.000
6 H -1.37130 -0.26652 -0.58500  0.122
7 H 0.19365 2.14621 0.61223  0.126
8 H 1.89970 -0.39039 0.29358  0.099
9 H 1.04425 1.33886 -2.25946  0.100
10 O 0.10385 -2.14322 0.87812  -0.051
11 H -0.03613 -2.91862 0.32283  0.049
12 H -0.76773 -1.93641 1.23515  0.043

Energies relative to the most stable structure are *one* 340.4; *two* 145.9; *three* 0.0; *four* 231.1, reported in kJ/mol.

*one*
Below is a molecular structure, C4H12OS2, with properties calculated with ωB97M-V/def2-TZVPD.

Spin multiplicity: 1
HOMO energy, Ha: -0.2764
HOMO-LUMO gap, eV: 3.00

Last column: Löwdin charge in e.
Atoms and positions in Å:
1 C -0.89550 -2.10562 -2.25611  -0.376
2 C 0.07893 -3.30651 -1.88688  -0.127
3 C -1.00806 -1.02443 -1.25871  -0.366
4 S -0.55059 -1.18427 0.74762  0.762
5 S 0.65976 3.48546 2.77089  0.300
6 C -0.30183 0.65432 0.82064  -0.444
7 H -0.56138 -1.96217 -3.26191  0.090
8 H -1.88203 -2.57635 -2.39427  0.089
9 H -0.29211 -3.72939 -0.92544  0.070
10 H -0.13815 -4.02169 -2.66919  0.049
11 H 1.16858 -3.06025 -2.05130  0.090
12 H 0.14165 -1.12910 -0.72701  -0.035
13 H -0.83452 -0.04582 -1.77904  0.079
14 H -0.56477 0.77211 1.91142  0.009
15 H 0.71991 0.95443 0.62632  0.025
16 H -1.02950 1.17368 0.25665  0.018
17 H 1.90753 6.24033 3.59375  0.043
18 H 1.34964 5.13214 4.05081  -0.155
19 O 2.03244 5.73313 4.43176  -0.122

*two*
Below is 2 unconnected molecules or ions with the total composition C4H12OS2, with properties calculated with ωB97M-V/def2-TZVPD.

Spin multiplicity: 1
HOMO energy, Ha: -0.2951
SMILES: CCCSSC.O
HOMO-LUMO gap, eV: 6.50

Last column: Löwdin charge in e.
Atoms and positions in Å:
1 C -2.62459 0.85275 -0.34003  -0.149
2 C -1.49407 1.88356 -0.33015  -0.315
3 C -0.40145 1.37967 -1.31161  -0.437
4 S 0.88478 -0.03939 -0.81364  0.369
5 S 2.97188 -0.41890 -0.51680  0.336
6 C 3.34282 -2.15185 0.26084  -0.362
7 H -2.22980 -0.17804 -0.00280  0.084
8 H -3.00329 0.48474 -1.36397  0.090
9 H -3.49714 1.20806 0.25281  0.074
10 H -1.09361 2.00293 0.70779  0.114
11 H -1.90734 2.87602 -0.54562  0.105
12 H 0.39443 2.13837 -1.45726  0.046
13 H -0.91079 1.30340 -2.27897  0.079
14 H 2.35831 -2.61166 0.16817  0.014
15 H 3.78140 -2.03373 1.22470  0.009
16 H 4.01246 -2.73406 -0.39596  0.038
17 O -0.60483 -1.35979 2.29136  -0.131
18 H 0.07615 -1.36115 3.00865  0.043
19 H -0.05530 -1.24094 1.44249  -0.006

*three*
Below is 2 unconnected molecules or ions with the total composition C4H12OS2, with properties calculated with ωB97M-V/def2-TZVPD.

Spin multiplicity: 1
HOMO energy, Ha: -0.3166
SMILES: CCSSCC.O
HOMO-LUMO gap, eV: 9.36

Last column: Löwdin charge in e.
Atoms and positions in Å:
1 C -2.68214 -0.69457 -0.83429  -0.208
2 C -1.85031 -0.74630 0.40394  -0.598
3 S -0.43716 0.44993 0.48826  0.490
4 S 1.29823 -0.51577 0.17718  0.481
5 C 1.99883 0.01111 -1.41583  -0.580
6 C 1.93979 -1.16792 -2.44058  -0.178
7 H -1.93488 -0.75796 -1.68116  0.068
8 H -3.13647 0.35188 -0.81874  0.094
9 H -3.26236 -1.54177 -1.23688  0.076
10 H -1.46853 -1.78066 0.43215  0.069
11 H -2.55217 -0.61714 1.26880  0.085
12 H 1.27120 0.69909 -1.86461  0.053
13 H 2.97073 0.51761 -1.39458  0.070
14 H 2.78842 -1.12561 -3.12170  0.063
15 H 1.01454 -1.09690 -2.98901  0.055
16 H 1.94076 -2.16743 -1.98407  0.056
17 O -0.88011 2.43816 2.93857  -0.109
18 H -0.59832 1.51061 2.92256  -0.019
19 H 0.01611 2.79201 2.83084  0.033

*four*
Below is 2 unconnected molecules or ions with the total composition C4H12OS2, with properties calculated with ωB97M-V/def2-TZVPD.

Spin multiplicity: 1
HOMO energy, Ha: -0.3108
SMILES: CCSCSC.O
HOMO-LUMO gap, eV: 9.15

Last column: Löwdin charge in e.
Atoms and positions in Å:
1 C -0.58034 -0.03893 -3.57939  -0.227
2 C -0.78324 0.01305 -2.07497  -0.602
3 S 0.74901 0.74303 -1.50210  0.784
4 C 0.26963 0.93263 0.31754  -0.750
5 S 0.33639 -0.61394 1.34380  0.713
6 C 2.12639 -0.78919 1.68886  -0.423
7 H -0.33648 0.89887 -4.10634  0.071
8 H -1.52894 -0.43225 -3.98196  0.074
9 H 0.21816 -0.77298 -3.77983  0.069
10 H -0.91799 -1.01735 -1.69344  0.080
11 H -1.69837 0.58535 -1.82910  0.086
12 H -0.75599 1.33864 0.41082  0.038
13 H 0.96438 1.66595 0.77031  0.030
14 H 2.50831 0.05950 2.28087  0.034
15 H 2.68136 -0.83190 0.73660  0.029
16 H 2.31473 -1.72116 2.24793  0.033
17 O -2.01242 0.23975 3.97488  -0.109
18 H -1.06092 0.05705 4.14669  0.024
19 H -2.49373 -0.31604 4.62887  0.045

Energies relative to the most stable structure are *one* 815.5; *two* 272.5; *three* 51.1; *four* 0.0, reported in kJ/mol.

*one*
Below is 2 unconnected molecules or ions with the total composition C4H12OS2, with properties calculated with ωB97M-V/def2-TZVPD.

Spin multiplicity: 1
HOMO energy, Ha: -0.3125
SMILES: CCSCSC.O
HOMO-LUMO gap, eV: 9.24

Last column: Löwdin charge in e.
Atoms and positions in Å:
1 C -0.46390 -0.24382 -2.17874  -0.250
2 C -0.66680 -0.19184 -0.67432  -0.585
3 S 0.86545 0.53814 -0.10145  0.786
4 C 0.38607 0.72774 1.71819  -0.760
5 S 0.45283 -0.81883 2.74445  0.700
6 C 2.24283 -0.99408 3.08951  -0.427
7 H -0.22004 0.69398 -2.70569  0.070
8 H -1.41250 -0.63714 -2.58131  0.061
9 H 0.33460 -0.97787 -2.37918  0.077
10 H -0.80155 -1.22224 -0.29279  0.084
11 H -1.58193 0.38046 -0.42845  0.085
12 H -0.63955 1.13375 1.81147  0.033
13 H 1.08082 1.46106 2.17096  0.029
14 H 2.62475 -0.14539 3.68152  0.034
15 H 2.79780 -1.03679 2.13725  0.029
16 H 2.43117 -1.92605 3.64858  0.034
17 O -2.82305 0.89485 -3.15452  -0.099
18 H -2.51574 1.73786 -2.75060  0.060
19 H -2.09119 0.62620 -3.75490  0.037

*two*
Below is 2 unconnected molecules or ions with the total composition C4H12OS2, with properties calculated with ωB97M-V/def2-TZVPD.

Spin multiplicity: 1
HOMO energy, Ha: -0.3215
SMILES: CCSSCC.O
HOMO-LUMO gap, eV: 9.33

Last column: Löwdin charge in e.
Atoms and positions in Å:
1 C 1.55819 1.48146 -0.64558  -0.170
2 C 2.00633 1.60021 0.79517  -0.644
3 S 0.70644 1.72961 2.04005  0.493
4 S -0.03945 -0.19974 2.06190  0.487
5 C -1.55377 -0.01892 1.06812  -0.622
6 C -2.16265 -1.38492 0.76598  -0.171
7 H 2.39548 1.54175 -1.33137  0.070
8 H 1.02060 0.54260 -0.77645  0.046
9 H 0.84839 2.27472 -0.87825  0.071
10 H 2.72016 0.83699 1.08170  0.063
11 H 2.54602 2.53989 0.95760  0.061
12 H -1.31874 0.44963 0.11350  0.056
13 H -2.24315 0.60092 1.64159  0.064
14 H -3.12763 -1.13425 0.32936  0.072
15 H -1.60679 -1.89600 -0.01014  0.062
16 H -2.34294 -2.00262 1.63964  0.068
17 O -0.05861 -2.60457 -2.81552  -0.059
18 H 0.58134 -2.65443 -3.53287  0.034
19 H 0.07077 -1.70234 -2.50442  0.020

Energies relative to the most stable structure are *one* 75.9; *two* 0.0, reported in kJ/mol.